A cluster of 12 separate species, C10H44N2O12 in total at a distorted geometry, computed with wB97M-V/def2-TZVPD.

Energy above the lowest of the compared OMol25 structures with the same formula, charge and spin = 0.00 kJ/mol
Electronic energy = -38634.06146 eV
E_LUMO = 0.16 eV
Charge = 0
HOMO energy = -9.42 eV
SMILES string = NC(N)=O.CC(C)O.CC(C)O.CC(C)O.O.O.O.O.O.O.O.O
Molecular weight = 384.5 g/mol

The geometry in XYZ format:
```
68
C10H44N2O12 (wB97M-V/def2-TZVPD)
N 0.448 -0.942 3.241
C 0.339 -0.298 4.372
N -0.635 0.560 4.314
O 1.049 -0.461 5.308
H 0.894 -1.838 3.376
H -0.258 -0.702 2.560
H -0.735 1.152 5.127
H -1.229 0.609 3.499
C 0.216 0.330 -0.308
C -1.325 0.296 -0.035
C -1.908 -1.040 -0.385
O -1.466 0.536 1.299
H 0.405 -0.136 -1.275
H 0.883 -0.130 0.420
H 0.584 1.356 -0.274
H -1.920 1.002 -0.613
H -1.861 -1.324 -1.437
H -2.927 -1.133 -0.010
H -1.374 -1.773 0.219
H -2.399 0.530 1.526
C 2.086 -4.834 -1.960
C 1.933 -3.395 -2.476
C 0.511 -2.901 -2.479
O 2.524 -2.490 -1.508
H 1.811 -5.113 -0.943
H 3.088 -5.264 -1.955
H 1.517 -5.463 -2.645
H 2.519 -3.309 -3.391
H 0.431 -1.881 -2.854
H 0.021 -2.977 -1.508
H -0.102 -3.541 -3.113
H 3.312 -2.906 -1.151
C 4.247 3.206 0.580
C 3.587 2.840 -0.790
C 4.058 3.673 -1.987
O 3.841 1.465 -1.013
H 3.793 2.575 1.344
H 4.149 4.265 0.818
H 5.323 3.032 0.597
H 2.510 2.955 -0.669
H 3.274 3.637 -2.744
H 5.040 3.565 -2.447
H 4.216 4.705 -1.676
H 3.814 1.005 -0.171
O -4.156 1.580 2.872
H -4.515 2.439 2.651
H -4.919 1.058 3.122
O 1.312 -3.223 1.096
H 1.879 -3.335 1.859
H 1.869 -2.801 0.442
O -1.737 3.721 1.423
H -1.777 2.801 1.682
H -1.810 3.705 0.468
O -5.571 -1.813 -0.801
H -5.467 -2.028 -1.728
H -5.783 -2.648 -0.384
O -1.115 -4.255 0.428
H -0.317 -3.741 0.549
H -1.649 -4.054 1.197
O -5.598 0.739 -0.001
H -5.614 -0.150 -0.354
H -5.384 0.626 0.925
O -2.209 3.957 -1.376
H -2.022 4.874 -1.175
H -1.350 3.568 -1.544
O 0.311 3.149 -2.402
H 0.979 2.527 -2.689
H 0.357 3.862 -3.039
```

=====

A cluster of 14 separate species, C10H48N8O17 in total at a distorted geometry, computed with wB97M-V/def2-TZVPD.

Energy above the lowest of the compared OMol25 structures with the same formula, charge and spin = 467.71 kJ/mol
Electronic energy = -57876.32418 eV
E_LUMO = -0.16 eV
Charge = 0
HOMO energy = -9.28 eV
Molecular weight = 552.5 g/mol

The geometry in XYZ format:
```
83
C10H48N8O17 (wB97M-V/def2-TZVPD)
C 2.098 2.688 0.839
O 1.552 3.532 0.083
N 1.518 1.830 1.585
N 3.432 2.472 0.859
H 0.534 1.679 1.413
H 2.042 1.377 2.319
H 4.040 3.019 0.268
H 3.861 1.768 1.443
C 4.635 -0.700 -0.717
O 5.504 -0.452 -1.532
N 3.652 -1.423 -0.924
N 4.622 -0.308 0.473
H 3.852 -1.877 -1.803
H 3.143 -1.890 -0.187
H 4.026 -0.666 1.206
H 5.233 0.404 0.848
C 0.086 -4.894 -2.844
O 0.996 -5.282 -3.500
N -0.093 -5.144 -1.629
N -0.821 -4.010 -3.262
H -0.365 -4.325 -1.104
H 0.354 -5.921 -1.163
H -1.544 -3.607 -2.684
H -0.870 -3.910 -4.266
C -3.907 3.071 0.400
O -3.423 1.968 0.418
N -4.613 3.551 -0.506
N -3.645 3.942 1.303
H -4.933 4.508 -0.451
H -4.718 2.970 -1.325
H -2.886 3.729 1.935
H -3.943 4.891 1.481
C -0.577 3.676 2.878
C -0.439 5.203 2.550
O 0.083 5.977 3.592
O -1.817 3.518 3.454
H 0.188 3.337 3.576
H -0.615 2.950 2.066
H -1.426 5.452 2.160
H 0.144 5.290 1.632
H 0.837 6.440 3.219
H -1.797 4.081 4.232
C 0.944 -3.773 1.443
C 1.457 -2.604 2.313
O 2.795 -2.394 1.883
O -0.453 -3.825 1.586
H 1.245 -4.783 1.722
H 1.146 -3.534 0.399
H 1.292 -2.833 3.365
H 0.830 -1.724 2.169
H 3.336 -2.899 2.495
H -0.708 -4.749 1.635
C -0.901 0.067 -0.321
C 0.291 -0.876 -0.698
O 0.899 -0.516 -1.952
O -1.049 0.370 1.060
H -1.735 -0.473 -0.771
H -0.830 0.979 -0.914
H 0.079 -1.945 -0.672
H 1.067 -0.647 0.032
H 1.085 0.423 -2.017
H -1.838 0.878 1.263
O -2.486 -2.859 -0.918
H -2.797 -2.129 -1.453
H -2.726 -2.619 -0.023
O -2.848 -2.231 1.989
H -3.078 -2.890 2.645
H -1.910 -2.355 1.843
O 0.883 2.119 -2.493
H 0.225 2.756 -2.771
H 1.153 2.417 -1.625
O 1.992 -2.156 -4.561
H 1.615 -2.289 -3.691
H 2.621 -2.870 -4.662
O -3.979 0.406 2.578
H -3.608 -0.435 2.308
H -3.643 1.033 1.937
O 1.641 0.920 -4.931
H 1.791 -0.003 -4.726
H 1.344 1.304 -4.105
O -2.916 -0.886 -2.902
H -2.571 -0.119 -3.359
H -3.657 -1.171 -3.436
```

=====

Question: Among the records above, which one has the lowest electronic energy?
Answer: C10H48N8O17

=====

Question: Number 1 is which compound?
Answer: C10H44N2O12

=====

Question: Which value of charge does entry 1 give?
Answer: 0